Record 1
# C39H71N2O16P2S

7 unconnected molecules or ions with the total composition C39H71N2O16P2S in a non-equilibrium geometry (ωB97M-V/def2-TZVPD, the Open Molecules 2025 dataset).

Structure (XYZ):
```
131
Properties=species:S:1:pos:R:3:forces:R:3
C 5.23971 1.20592 3.61867 -0.093 -0.668 0.668
O 5.41225 2.55151 3.17791 -0.620 -0.743 -0.626
C 5.16004 2.70883 1.77351 0.705 0.771 -0.198
C 6.42681 2.16280 0.98406 -0.490 0.493 -0.419
C 6.11120 1.14892 -0.18894 -0.363 1.749 -0.316
N 6.30349 -0.27659 0.14574 -0.484 -3.842 0.078
C 7.39234 -0.94750 0.76050 1.482 -2.307 1.391
P 8.98863 -0.19440 1.36005 -0.150 1.512 -0.639
S 9.63488 1.19752 0.16216 -0.035 -0.416 0.158
C 7.21390 -2.37172 0.88235 -1.229 4.857 -1.298
N 5.92207 -2.50917 0.27459 0.343 0.351 0.428
P 5.31613 -4.15125 0.16267 1.605 -5.187 -0.700
O 6.50756 -5.02632 0.36825 -0.985 1.949 0.111
O 4.74899 -4.50943 -1.36093 0.031 2.101 2.525
O 4.21662 -4.55208 1.32275 0.860 2.309 -1.850
C 5.41877 -1.29667 -0.14345 -0.522 -0.434 0.045
C 4.04665 -1.29388 -0.86309 0.046 1.229 -0.207
C 2.92931 -0.44352 -0.18559 -2.448 1.533 0.340
C 1.77625 -0.09099 -1.05119 -0.009 0.542 1.325
C 0.66021 0.71552 -0.57614 1.721 -0.397 1.827
C 0.67412 1.19509 0.82359 2.072 -1.560 -0.920
C 1.80031 0.83434 1.71791 -1.001 -0.245 -1.647
C 1.72508 1.39588 3.17462 -0.386 0.535 -0.751
C 2.90607 0.01226 1.19741 -1.136 0.283 -1.211
H 5.68856 0.42758 2.93177 -0.190 0.818 0.345
H 5.77274 1.10447 4.60404 -0.625 0.173 -0.923
H 4.15587 0.91618 3.74746 1.152 0.459 -0.084
H 4.17614 2.29541 1.42429 0.879 -0.011 0.458
H 5.10894 3.82362 1.59692 0.018 -1.193 0.328
H 7.14997 1.79107 1.75129 -0.615 0.161 -0.816
H 6.92089 3.05470 0.50013 -0.373 -1.089 0.502
H 6.70070 1.46694 -1.09734 -0.280 -0.954 1.031
H 5.02958 1.28009 -0.48432 1.035 -0.422 0.433
H 8.70413 0.31509 2.67513 0.023 -0.687 -0.479
H 9.93616 -1.24347 1.54636 -0.868 -0.070 0.110
H 7.88595 -3.13690 1.31843 -1.000 0.437 -0.643
H 5.24466 -3.95234 -1.99961 -0.458 -0.470 0.076
H 4.47658 -4.04302 2.12244 -0.444 -0.481 -0.214
H 4.22187 -0.84161 -1.88810 -0.166 -0.555 0.998
H 3.64059 -2.32439 -1.06207 0.771 0.840 0.355
H 1.73092 -0.44846 -2.11629 0.244 0.342 1.218
H -0.18812 0.95775 -1.26503 0.969 -0.270 0.703
H -0.16084 1.82322 1.22686 0.918 -0.716 -0.468
H 0.65414 1.68093 3.39863 1.109 -0.411 -0.293
H 2.29155 2.37510 3.19243 -0.350 -1.115 0.269
H 2.05726 0.67876 3.95897 -0.075 0.710 -0.818
H 3.75025 -0.27440 1.86451 -0.867 0.286 -0.445
O 2.32106 -1.44215 4.02004 0.315 -0.240 0.313
C 1.97081 -2.04159 5.01079 -0.125 -0.403 -0.048
O 2.78154 -2.10053 6.07480 0.240 0.562 -0.192
C 2.39358 -2.61671 7.35821 -0.144 -0.440 0.323
C 2.56295 -4.12069 7.41554 0.034 0.043 -0.206
C 0.67275 -2.80306 5.03395 -0.495 0.372 0.203
H 1.38262 -2.29734 7.62059 0.009 0.011 -0.158
H 3.06063 -2.15209 8.08585 0.045 0.131 -0.262
H 1.92369 -4.62579 6.68952 -0.046 0.001 0.088
H 2.32265 -4.49828 8.41064 0.044 0.017 -0.037
H 3.59025 -4.39745 7.17679 -0.069 -0.005 0.121
H 0.82587 -3.78606 4.58786 0.008 0.033 0.037
H -0.05857 -2.25117 4.44281 0.179 -0.115 -0.164
H 0.24432 -2.91342 6.02719 0.138 -0.194 0.018
O -1.71565 1.56437 -2.98377 -0.194 -0.254 0.203
C -2.74230 1.75105 -2.37474 -0.139 0.292 -0.252
O -3.58091 0.72984 -2.15040 0.455 -0.397 0.049
C -4.72249 0.79961 -1.28161 -0.437 0.149 -0.023
C -5.93194 1.35035 -2.00680 0.040 0.142 -0.097
C -3.14252 3.13661 -1.94062 0.191 0.144 0.595
H -4.48946 1.35788 -0.37211 0.067 0.065 -0.103
H -4.92763 -0.22539 -0.96900 0.246 0.002 -0.141
H -5.76357 2.37182 -2.35240 -0.041 0.013 0.113
H -6.80802 1.34484 -1.35680 0.001 -0.017 -0.088
H -6.15045 0.74920 -2.89152 -0.022 -0.061 0.128
H -3.63406 3.64429 -2.77078 -0.001 -0.035 0.040
H -2.23971 3.68467 -1.66938 -0.011 -0.025 -0.269
H -3.78770 3.15537 -1.06532 -0.189 -0.014 -0.156
O 3.97982 -6.90345 6.98096 -0.133 -0.032 0.369
C 3.56852 -7.81207 7.65768 0.279 -0.246 -0.259
O 3.34240 -7.62072 8.96920 -0.157 0.549 0.033
C 2.67931 -8.56695 9.81862 0.069 -0.320 0.166
C 3.65214 -9.59569 10.35710 0.176 -0.054 -0.089
C 3.38973 -9.19029 7.07698 -0.588 -0.120 -0.180
H 1.82742 -9.02232 9.30919 0.101 0.003 -0.080
H 2.26885 -7.99166 10.64998 0.096 0.168 -0.183
H 4.10003 -10.18452 9.55509 -0.105 -0.046 0.023
H 3.15070 -10.27553 11.04791 0.003 0.040 -0.031
H 4.47180 -9.10317 10.88400 -0.117 0.018 0.030
H 4.34615 -9.71335 7.09445 -0.039 0.024 0.018
H 3.05722 -9.08601 6.04418 0.255 0.065 0.025
H 2.63516 -9.78806 7.58323 0.167 -0.077 0.131
O 3.05762 -2.91109 -3.86919 0.309 0.407 0.107
C 2.85490 -2.25978 -4.86530 -0.449 -0.159 -0.142
O 3.30956 -0.99720 -4.94032 0.494 -0.066 0.422
C 3.29215 -0.20327 -6.13703 -0.274 0.266 -0.296
C 1.95921 0.49519 -6.31106 -0.163 -0.083 0.114
C 2.01929 -2.80690 -5.99037 0.350 -0.270 -0.434
H 3.56959 -0.80031 -7.00791 -0.075 -0.084 0.095
H 4.07656 0.54536 -6.01505 0.023 -0.185 0.205
H 1.14175 -0.21895 -6.42041 0.047 0.022 -0.098
H 1.97510 1.14120 -7.19022 0.027 -0.035 0.035
H 1.73190 1.10416 -5.43356 0.077 0.016 -0.067
H 0.96478 -2.64604 -5.76438 0.046 0.016 0.000
H 2.20971 -3.87726 -6.06895 -0.147 0.054 0.217
H 2.25562 -2.38098 -6.96260 -0.151 0.163 0.053
O -9.38200 0.99588 -2.42519 0.171 0.325 -0.109
C -9.58793 1.64503 -3.41972 -0.353 -0.133 0.059
O -9.13772 2.90836 -3.50025 0.429 -0.088 0.292
C -9.15956 3.69787 -4.69992 -0.117 0.231 -0.181
C -10.49490 4.39034 -4.87268 -0.205 -0.083 0.036
C -10.42521 1.09274 -4.54392 0.323 -0.269 -0.474
H -8.88211 3.09868 -5.57016 -0.112 -0.088 0.072
H -8.38006 4.45027 -4.58400 -0.034 -0.160 0.168
H -11.31080 3.67247 -4.97705 0.036 0.009 -0.086
H -10.48304 5.03343 -5.75439 0.066 -0.018 0.043
H -10.72115 5.00142 -3.99597 0.113 0.018 -0.051
H -11.47968 1.25078 -4.31651 0.047 0.010 -0.008
H -10.23173 0.02273 -4.62093 -0.145 0.053 0.220
H -10.19190 1.51768 -5.51760 -0.156 0.162 0.046
O -7.83799 6.68480 -4.86213 -0.283 0.061 -0.309
C -8.50088 7.62550 -5.22023 0.346 0.234 0.154
O -9.24173 7.53534 -6.33885 -0.145 -0.541 -0.031
C -10.20565 8.51512 -6.74754 -0.013 0.331 -0.138
C -9.55084 9.63467 -7.53015 0.198 0.056 0.011
C -8.44261 8.93787 -4.48390 -0.456 0.077 0.418
H -10.77986 8.88092 -5.89374 0.124 -0.007 0.031
H -10.91348 7.99246 -7.39294 0.162 -0.179 0.112
H -8.82108 10.17515 -6.92525 -0.106 0.041 0.028
H -10.29925 10.34430 -7.88682 0.015 -0.043 0.023
H -9.01271 9.23166 -8.39045 -0.118 -0.022 0.018
H -7.58328 9.50878 -4.83651 -0.043 -0.024 -0.005
H -8.32216 8.72864 -3.42096 0.219 -0.056 -0.133
H -9.34530 9.53725 -4.57820 0.096 0.094 -0.179
```
Forces are in eV/Å.

Values from the calculation:
- Electronic energy: -106741.6642 eV
- Spin multiplicity: 1
- Total charge: +1
- M: 918.01 g/mol
- HOMO energy: -10.7 eV

---

Record 2
# C6H12BrN

2 unconnected molecules or ions with the total composition C6H12BrN in a non-equilibrium geometry (ωB97M-V/def2-TZVPD, the Open Molecules 2025 dataset).

Structure (XYZ):
```
20
Properties=species:S:1:pos:R:3:forces:R:3
C 1.11869 0.36038 -1.02768 -1.191 0.313 0.024
C -0.38769 1.96258 -3.49459 1.316 -0.128 1.106
C 1.12025 -0.52954 2.71363 -1.547 -1.955 -0.937
C 0.01034 -2.48895 1.45150 0.099 1.746 -3.026
C -0.75703 1.72283 -2.01064 -1.201 0.929 -0.790
C -0.15325 -1.03016 1.93606 0.210 -0.885 0.424
N 0.11302 0.89752 -1.31971 3.100 -1.287 0.421
Br -1.65772 -1.07886 3.36575 0.582 0.337 -1.240
H -0.27491 -0.33262 1.07217 -0.938 -0.426 1.083
H 0.43112 2.70851 -3.59570 -0.005 -1.082 0.171
H -0.30752 1.08751 -4.12773 0.795 -0.462 0.403
H -1.15020 2.44296 -3.98185 -2.442 1.473 -0.752
H 0.71570 0.26840 3.29179 0.455 0.834 0.594
H 1.72035 -0.17631 1.86198 0.707 -0.195 0.870
H 1.50450 -1.37073 3.39065 -0.138 1.404 -1.164
H -0.74437 -2.99992 0.75978 0.434 0.955 1.624
H 0.32973 -3.01360 2.28546 0.221 -1.661 1.379
H 0.87700 -2.40552 0.75810 -0.092 -0.164 0.411
H -1.74035 1.29323 -1.83343 -0.328 0.116 -0.580
H -0.76767 2.68229 -1.49552 -0.035 0.137 -0.020
```
Forces are in eV/Å.

Values from the calculation:
- Electronic energy: -77947.0114 eV
- Spin multiplicity: 1
- M: 178.07 g/mol
- HOMO energy: -9.7 eV
- ΔE to the lowest compared entry with this formula, charge and spin: 1.114 eV

---

Q: Which value of spin multiplicity does entry 2 give?
A: 1